1.
Entry from OMol25: a cluster of 2 separate species, C4H10N2 in total at a distorted geometry (ωB97M-V/def2-TZVPD).

The geometry in ORCA input format:
```
! wB97M-V def2-TZVPD RIJCOSX def2/J DEFGRID3
* xyz 0 1
C 1.53 0.89 -0.20
C 1.00 0.66 -1.67
C -1.85 -0.83 0.64
C -0.68 -1.69 1.07
N 0.47 1.26 0.59
N 1.23 0.18 0.96
H 2.36 1.61 -0.17
H 1.42 1.47 -2.38
H -0.07 0.72 -1.82
H 1.22 -0.26 -2.19
H -2.67 -1.16 1.29
H -1.55 0.25 0.75
H -2.01 -0.98 -0.50
H -0.63 -1.99 2.10
H -0.17 -2.22 0.36
H 0.40 2.08 1.20
*
```

Properties
LUMO level (alpha / beta): 0.29 / 1.09 eV

These are the natural (NBO) partial charges, in e, on atoms 1 to 2: number 1, C, carries 0.0260; number 2, C, carries -0.6458

=====

2.
Entry from OMol25: the ion C3H8N3 with charge +1 at a distorted geometry (ωB97M-V/def2-TZVPD).

The geometry in ORCA input format:
```
! wB97M-V def2-TZVPD RIJCOSX def2/J DEFGRID3
* xyz 1 1
C -1.57 -0.06 0.23
C 0.27 1.25 -0.67
C 1.82 -0.22 0.49
N -0.31 0.33 0.12
N -1.66 -1.26 -0.12
N 0.78 -0.07 -0.55
H -2.38 0.58 0.63
H -0.11 1.43 -1.67
H 0.45 2.28 -0.27
H 2.09 -1.23 0.54
H 2.70 0.47 0.46
H 1.33 0.11 1.49
H -2.48 -1.85 0.08
H -0.95 -1.73 -0.76
*
```

Properties
LUMO level: -4.21 eV
Structure (SMILES): CN1CN1C=[NH2+]

These are the natural (NBO) partial charges, in e, on atoms 1 to 2: number 1, C, carries 0.3915; number 2, C, carries -0.0767

=====

3.
Entry from OMol25: a structure of composition C27H52O19 at a distorted geometry (ωB97M-V/def2-TZVPD).

The geometry in ORCA input format:
```
! wB97M-V def2-TZVPD RIJCOSX def2/J DEFGRID3
* xyz 0 1
C 10.50 7.35 -19.78
O 10.23 7.56 -21.17
C 9.00 7.28 -21.73
O 8.88 7.16 -22.92
O 8.09 6.91 -20.78
C 6.74 6.87 -21.08
H 10.16 6.38 -19.42
H 10.03 8.04 -19.08
H 11.59 7.28 -19.69
H 6.47 7.68 -21.76
H 6.20 7.18 -20.18
H 6.28 5.89 -21.24
C 13.11 7.56 -18.99
O 12.91 6.61 -20.02
C 13.00 6.98 -21.30
O 13.56 8.02 -21.70
O 12.45 6.03 -22.06
C 12.12 6.29 -23.49
H 12.12 7.90 -18.68
H 13.71 8.46 -19.11
H 13.44 7.08 -18.07
H 12.27 7.32 -23.78
H 11.10 6.04 -23.81
H 12.78 5.66 -24.09
C 9.29 6.82 -26.92
O 10.52 6.34 -26.45
C 10.64 5.63 -25.35
O 11.73 5.10 -25.05
O 9.54 5.64 -24.57
C 9.42 4.77 -23.40
H 9.46 7.63 -27.64
H 8.60 7.15 -26.15
H 8.73 6.06 -27.47
H 9.32 5.33 -22.47
H 10.26 4.09 -23.21
H 8.50 4.19 -23.54
C 10.58 4.67 -27.83
O 11.79 4.21 -27.27
C 12.97 4.64 -27.61
O 13.21 5.71 -28.17
O 13.83 3.64 -27.36
C 15.20 3.77 -27.70
H 10.68 5.75 -27.92
H 9.64 4.46 -27.33
H 10.47 4.28 -28.84
H 15.67 2.82 -27.44
H 15.72 4.58 -27.20
H 15.51 3.98 -28.72
C 4.44 4.72 -25.82
O 5.78 4.40 -25.43
C 6.75 4.29 -26.22
O 6.76 4.57 -27.43
O 7.77 3.79 -25.59
C 8.97 3.57 -26.26
H 4.28 5.13 -26.82
H 4.05 5.43 -25.09
H 3.86 3.80 -25.78
H 9.43 2.70 -25.81
H 9.74 4.34 -26.16
H 8.70 3.18 -27.24
C 5.83 5.51 -23.43
C 4.92 5.77 -22.29
C 5.20 4.67 -21.26
O 6.54 4.21 -21.61
C 6.71 4.33 -23.10
H 6.43 6.40 -23.62
H 5.31 5.21 -24.34
H 3.87 5.83 -22.59
H 5.03 6.71 -21.74
H 4.60 3.77 -21.35
H 5.13 4.85 -20.19
H 6.36 3.42 -23.59
H 7.75 4.46 -23.43
C 8.75 4.33 -28.89
C 8.85 5.85 -29.04
C 7.79 6.16 -30.05
O 7.96 5.07 -30.91
C 8.24 3.84 -30.21
H 8.00 4.12 -28.13
H 9.67 3.81 -28.63
H 9.84 6.06 -29.44
H 8.69 6.45 -28.14
H 7.96 7.02 -30.71
H 6.79 6.34 -29.68
H 8.95 3.23 -30.77
H 7.29 3.35 -29.96
O 11.25 1.50 -24.33
C 10.48 2.01 -23.53
O 9.13 1.91 -23.64
C 8.48 2.47 -22.50
C 9.61 2.85 -21.51
C 10.80 2.94 -22.37
H 7.75 1.80 -22.04
H 8.10 3.41 -22.91
H 9.69 2.08 -20.74
H 9.38 3.85 -21.12
H 11.65 2.57 -21.80
H 11.00 3.98 -22.64
*
```

Properties
LUMO level: 0.18 eV

These are the Löwdin partial charges, in e, on atoms 1 to 2: number 1, C, carries -0.0588; number 2, O, carries 0.0198

=====

4.
Entry from OMol25: the molecule C20H22FNO3 (ωB97M-V/def2-TZVPD).

The geometry in ORCA input format:
```
! wB97M-V def2-TZVPD RIJCOSX def2/J DEFGRID3
* xyz 0 1
C 7.91 -3.53 2.13
H 8.00 -4.59 1.86
O 6.61 -3.22 2.56
C 5.57 -3.41 1.71
C 5.68 -3.88 0.40
C 4.55 -4.03 -0.38
C 3.29 -3.74 0.12
C 3.18 -3.27 1.43
C 4.30 -3.11 2.21
H 4.23 -2.75 3.22
H 2.21 -3.04 1.83
C 2.05 -3.89 -0.72
N 1.34 -2.64 -0.86
C 0.12 -2.44 -0.30
O -0.48 -3.32 0.29
C -0.42 -1.08 -0.49
C -1.63 -0.76 -0.01
C -2.32 0.51 -0.11
C -1.80 1.61 -0.78
C -2.50 2.80 -0.86
C -3.75 2.92 -0.27
C -4.28 1.82 0.41
C -3.58 0.64 0.48
H -4.01 -0.20 1.01
H -5.25 1.92 0.87
O -4.53 4.03 -0.28
C -4.07 5.19 -0.96
C -5.13 6.27 -0.83
C -6.43 5.84 -1.51
F -7.36 6.84 -1.40
H -6.28 5.66 -2.58
H -6.85 4.95 -1.03
H -4.77 7.19 -1.28
H -5.33 6.45 0.23
H -3.89 4.96 -2.02
H -3.13 5.54 -0.51
H -2.06 3.63 -1.39
H -0.83 1.55 -1.25
H -2.15 -1.55 0.51
H 0.20 -0.38 -1.03
H 1.84 -1.87 -1.27
H 1.35 -4.59 -0.25
H 2.32 -4.28 -1.72
H 4.66 -4.40 -1.39
H 6.65 -4.12 -0.02
H 8.57 -3.32 2.97
H 8.21 -2.92 1.27
*
```

Properties
LUMO level: 0.29 eV
Structure (SMILES): COc1ccc(CNC(=O)/C=C/c2ccc(OCCCF)cc2)cc1

These are the natural (NBO) partial charges, in e, on atoms 1 to 2: number 1, C, carries -0.2532; number 2, H, carries 0.1757

=====

Number 1: E -7284.444 eV. Number 2: E -7700.480 eV. Number 3: E -67708.281 eV. Number 4: E -31446.734 eV.